No. 1
Density functional theory data (ωB97M-V/def2-TZVPD) for a structure of composition C9H8AlF15O16S5 in a non-equilibrium geometry.

CARTESIAN COORDINATES (ANGSTROEM)
1 Al -0.257 3.466 0.254
2 C 6.716 5.807 -3.593
3 F 7.622 6.816 -3.724
4 F 5.412 6.310 -3.820
5 F 6.921 4.873 -4.454
6 S 6.818 5.095 -1.854
7 O 5.440 4.968 -1.339
8 O 7.502 3.747 -1.982
9 O 7.646 6.050 -1.035
10 C 6.117 -1.072 4.900
11 F 7.254 -1.790 4.891
12 F 5.057 -1.823 5.003
13 F 6.150 -0.271 5.984
14 S 5.926 0.037 3.309
15 O 6.683 -0.678 2.295
16 O 4.505 0.232 3.018
17 O 6.589 1.305 3.614
18 C -7.222 0.236 4.617
19 F -6.386 -0.530 5.356
20 F -7.231 -0.257 3.344
21 F -8.488 0.305 5.047
22 S -6.507 2.090 4.531
23 O -6.203 2.556 5.881
24 O -5.312 2.049 3.650
25 O -7.607 2.876 3.969
26 C 3.463 -2.860 -4.928
27 F 3.988 -3.216 -6.062
28 F 2.136 -2.966 -5.091
29 F 3.945 -3.639 -3.905
30 S 3.983 -1.104 -4.384
31 O 3.980 -0.439 -5.690
32 O 3.043 -0.566 -3.425
33 O 5.363 -1.318 -3.791
34 C -7.939 0.854 -3.112
35 F -7.353 0.399 -4.203
36 F -9.235 1.084 -3.363
37 F -7.796 -0.111 -2.201
38 S -7.033 2.514 -2.594
39 O -6.975 3.310 -3.775
40 O -7.760 3.250 -1.577
41 O -5.739 2.032 -2.078
42 C -1.120 -4.525 0.182
43 C -1.302 -4.623 1.757
44 C -1.053 -3.156 2.080
45 O -1.229 -2.371 0.888
46 C -1.762 -3.192 -0.181
47 H -1.652 -5.272 -0.408
48 H -0.098 -4.443 -0.188
49 H -0.590 -5.223 2.323
50 H -2.286 -5.049 1.953
51 H -0.081 -2.960 2.534
52 H -1.781 -2.817 2.817
53 H -1.419 -2.781 -1.131
54 H -2.845 -3.207 -0.306

Computed properties:
charge = -2
2S+1 = 1
calculated total energy = -143748.8087 eV
lowest unoccupied orbital energy = -4.2 eV
relative energy (zero: lowest compared OMol25 entry of this formula, charge and spin) = 133.5 kcal/mol
highest occupied orbital energy = -5.22 eV

---

No. 2
Density functional theory data (ωB97M-V/def2-TZVPD) for a structure of composition C9H8AsF7N11O5Ti.

CARTESIAN COORDINATES (ANGSTROEM)
1 Ti 0.186 0.100 -0.146
2 N -0.445 -2.027 2.525
3 C -0.314 -0.695 2.847
4 N -0.455 -0.193 4.060
5 N -0.298 1.131 3.892
6 N -0.070 1.413 2.663
7 N -0.062 0.257 1.950
8 C -0.916 -2.410 1.288
9 N -1.552 -3.534 1.049
10 N -1.857 -3.476 -0.269
11 N -1.427 -2.396 -0.799
12 N -0.814 -1.667 0.176
13 H -0.701 -2.637 3.285
14 F -1.475 6.140 -1.367
15 C -0.762 5.080 -0.983
16 C -0.067 4.364 -1.869
17 N 0.675 3.271 -1.466
18 C 1.404 2.427 -2.427
19 C 0.571 1.187 -2.807
20 O -0.136 1.204 -3.782
21 O 0.726 0.182 -1.980
22 C 0.647 2.876 -0.176
23 O 1.238 1.830 0.176
24 N -0.031 3.611 0.727
25 C -0.808 4.737 0.442
26 O -1.430 5.331 1.283
27 H -0.053 4.596 -2.924
28 H 2.344 2.125 -1.968
29 H 1.583 3.022 -3.318
30 H -0.088 3.151 1.654
31 C -2.691 0.840 -0.235
32 O -1.309 0.999 -0.489
33 H -3.223 1.720 -0.597
34 H -2.858 0.727 0.839
35 H -3.050 -0.050 -0.754
36 F 1.830 -0.994 0.219
37 As 3.689 -0.839 0.489
38 F 3.503 -2.025 1.716
39 F 3.654 0.340 -0.780
40 F 5.380 -0.685 0.720
41 F 3.861 -2.077 -0.688
42 F 3.313 0.397 1.623

Computed properties:
charge = -1
2S+1 = 1
calculated total energy = -139077.6147 eV
lowest unoccupied orbital energy = 1.3 eV
relative energy (zero: lowest compared OMol25 entry of this formula, charge and spin) = 0.0 kcal/mol
highest occupied orbital energy = -6.37 eV

---

No. 3
Density functional theory data (ωB97M-V/def2-TZVPD) for a cluster of 2 separate species, C9H8BrN in total in a non-equilibrium geometry.

CARTESIAN COORDINATES (ANGSTROEM)
1 C 0.462 2.834 0.034
2 C 1.815 -2.035 0.040
3 C 1.366 -1.533 1.197
4 C 1.128 -1.614 -1.122
5 C 0.277 -0.778 1.386
6 C 0.147 -0.675 -0.941
7 C -0.283 -0.150 0.276
8 C -1.958 1.350 -0.744
9 C -1.277 0.803 0.430
10 N 1.095 3.769 -0.160
11 Br -1.989 1.013 2.139
12 H 2.688 -2.834 0.034
13 H 1.983 -1.845 2.132
14 H 1.276 -2.150 -2.089
15 H 0.277 -0.448 2.395
16 H -0.413 -0.308 -1.764
17 H -2.697 0.715 -1.176
18 H -1.356 1.712 -1.554
19 H -2.543 2.175 -0.512

Computed properties:
2S+1 = 1
calculated total energy = -80990.3618 eV
lowest unoccupied orbital energy (spin up / spin down) = -2.5 / -2.5 eV
relative energy (zero: lowest compared OMol25 entry of this formula, charge and spin) = 91.5 kcal/mol
highest occupied orbital energy (spin up / spin down) = -8.84 / -8.84 eV